{
  "formula": "C32H56O21",
  "method": "wB97M-V/def2-TZVPD",
  "elements": ["C", "O", "C", "O", "O", "C", "H", "H", "H", "H", "H", "H", "C", "O", "C", "O", "O", "C", "H", "H", "H", "H", "H", "H", "C", "O", "C", "O", "O", "C", "H", "H", "H", "H", "H", "H", "C", "O", "C", "O", "O", "C", "H", "H", "H", "H", "H", "H", "O", "C", "C", "C", "C", "O", "H", "H", "H", "H", "H", "H", "O", "C", "C", "C", "C", "O", "H", "H", "H", "H", "H", "H", "O", "C", "C", "C", "C", "O", "H", "H", "H", "H", "H", "H", "O", "C", "C", "C", "C", "O", "H", "H", "H", "H", "H", "H", "C", "C", "C", "O", "C", "H", "H", "H", "H", "H", "H", "H", "H"],
  "xyz": [[5.12059, -3.88367, -4.21832], [4.69376, -3.02132, -3.13686], [5.63909, -2.43332, -2.38233], [6.80067, -2.44519, -2.72967], [5.14767, -1.85086, -1.33521], [5.82265, -0.78665, -0.65985], [5.75764, -4.59830, -3.69721], [5.72961, -3.27145, -4.88344], [4.35389, -4.37680, -4.81590], [6.53579, -1.35655, -0.06425], [5.19125, -0.22720, 0.03040], [6.30179, -0.11455, -1.37175], [0.76570, 4.94930, -9.87759], [0.47118, 3.82738, -9.06424], [1.40625, 2.93880, -8.84893], [2.46050, 2.81197, -9.41100], [1.04913, 2.29135, -7.71116], [1.86431, 1.27474, -7.10257], [-0.05861, 5.66133, -9.91778], [1.06756, 4.63382, -10.87632], [1.53388, 5.54850, -9.38877], [2.86246, 1.45978, -7.49951], [1.63641, 0.26608, -7.44721], [1.85138, 1.28921, -6.01275], [4.32649, 3.14759, 5.05454], [2.99998, 3.58466, 4.76141], [2.76286, 4.31618, 3.55426], [3.61924, 4.76788, 2.80221], [1.51204, 4.27483, 3.16913], [0.44930, 3.73488, 3.98602], [4.77367, 2.59806, 4.22620], [4.31672, 2.41432, 5.86096], [4.94786, 4.03565, 5.17002], [-0.56368, 4.09170, 3.79988], [0.47292, 3.91542, 5.06071], [0.31069, 2.65400, 3.96156], [-6.18026, -0.82137, 2.70848], [-6.22717, -1.84642, 3.70476], [-7.07019, -1.86794, 4.76263], [-6.98742, -2.73716, 5.64263], [-8.07321, -0.92841, 4.69575], [-9.04909, -0.88252, 5.69448], [-5.40072, -0.10579, 2.96992], [-7.16030, -0.38522, 2.51508], [-5.94993, -1.22868, 1.72402], [-9.65437, 0.01428, 5.82666], [-8.68316, -1.24375, 6.65558], [-9.72103, -1.71457, 5.48405], [-0.38247, 5.37083, -3.47534], [0.87360, 5.52587, -3.31240], [1.74294, 6.72738, -3.52880], [3.11271, 6.06531, -3.70580], [3.01139, 4.88337, -2.81755], [1.66448, 4.50778, -3.00322], [1.39276, 7.28951, -4.39452], [1.93174, 7.47932, -2.76262], [3.21595, 5.65233, -4.70923], [4.00063, 6.67867, -3.55257], [3.57861, 4.08476, -3.29567], [3.31224, 4.87941, -1.76990], [4.28829, -2.67783, 3.65863], [4.67468, -3.73829, 3.13761], [3.93762, -5.02772, 3.18747], [5.15101, -5.96738, 2.85296], [5.99851, -5.07471, 2.07734], [5.78500, -3.79182, 2.47159], [3.44960, -5.15438, 4.15386], [3.10991, -4.98303, 2.47966], [5.71647, -6.26516, 3.73596], [4.80460, -6.78445, 2.22011], [7.07376, -5.24476, 2.13227], [5.87689, -5.21634, 1.00344], [-1.09780, -5.05485, 4.51683], [-2.11150, -5.63388, 4.87890], [-3.31189, -5.95622, 4.02838], [-4.17520, -6.78157, 4.99941], [-3.76813, -6.35929, 6.44868], [-2.38836, -5.98118, 6.22833], [-3.59328, -5.04021, 3.50892], [-2.99587, -6.60101, 3.20834], [-5.19064, -6.64469, 4.62760], [-4.05686, -7.83085, 4.72905], [-4.39495, -5.51422, 6.73337], [-3.71838, -7.21152, 7.12641], [-7.27387, 3.23813, -0.34410], [-6.66872, 2.87989, -1.35270], [-7.09526, 1.90865, -2.51834], [-5.69728, 1.58379, -3.11488], [-4.80621, 2.78087, -2.68771], [-5.47059, 3.52637, -1.60747], [-7.65575, 1.03202, -2.19356], [-7.76757, 2.45695, -3.17823], [-5.37082, 0.57764, -2.85185], [-5.79519, 1.64376, -4.19882], [-3.77383, 2.51136, -2.46491], [-4.66587, 3.47818, -3.51365], [0.70306, -0.92518, 0.12549], [0.59518, 0.55048, -0.37010], [-0.88370, 0.89318, 0.02952], [-0.91477, 0.21896, 1.30082], [0.14625, -0.69434, 1.50069], [1.72350, -1.30512, 0.17492], [0.15997, -1.71547, -0.39276], [0.87638, 0.67902, -1.41532], [1.30475, 1.17339, 0.17451], [-1.72899, 0.57416, -0.58024], [-0.95327, 1.95359, 0.27198], [-0.24367, -1.64010, 1.87698], [0.96196, -0.36369, 2.14363]],
  "smiles": "COC(=O)OC.COC(=O)OC.COC(=O)OC.COC(=O)OC.O=C1CCCO1.O=C1CCCO1.O=C1CCCO1.O=C1CCCO1.C1CCOC1"
}

{
  "formula": "C4H6O",
  "method": "wB97M-V/def2-TZVPD",
  "elements": ["C", "C", "C", "O", "C", "H", "H", "H", "H", "H", "H"],
  "xyz": [[2.62653, 0.39182, -0.70443], [1.50826, 0.06493, -0.61976], [0.39443, -0.44816, 0.16513], [-0.48800, 0.57778, 0.03590], [-1.81480, 0.29229, 0.21577], [3.60882, 0.71409, -0.85302], [0.63049, -0.60001, 1.21798], [0.15019, -1.40245, -0.30646], [-2.10207, -0.50117, -0.49162], [-2.55331, 1.07479, 0.13341], [-1.96054, -0.16391, 1.20710]],
  "smiles": "C#CCOC"
}

{
  "formula": "C7H6N2O4S2",
  "method": "wB97M-V/def2-TZVPD",
  "elements": ["C", "C", "C", "C", "C", "C", "C", "N", "N", "O", "O", "O", "O", "S", "S", "H", "H", "H", "H", "H", "H"],
  "xyz": [[0.23049, 2.18813, 0.69004], [1.49875, 1.91423, 1.05361], [-0.01299, -1.07064, 0.33551], [-1.99552, -2.16803, 0.08989], [-0.55823, 1.21080, -0.15073], [1.30459, -0.90009, 0.07791], [2.01712, -1.96563, -0.73792], [-0.83281, -0.02639, 0.76736], [-1.78511, 1.93200, -0.56728], [-2.19894, 1.76564, -1.69395], [-2.76084, -2.95368, -0.33113], [-2.37546, 2.57099, 0.29375], [-0.64978, -2.19730, 0.00977], [2.38496, 0.45283, 0.48476], [-2.41457, -0.58757, 0.83074], [-0.43426, 2.98416, 1.00238], [1.94055, 2.51433, 1.78713], [-0.09266, 0.80398, -0.99408], [3.16848, -1.86510, -0.41650], [1.93552, -1.60512, -1.74780], [1.63069, -2.99755, -0.78344]]
}

{
  "formula": "C5H12NO",
  "method": "wB97M-V/def2-TZVPD",
  "elements": ["C", "C", "C", "C", "C", "N", "O", "H", "H", "H", "H", "H", "H", "H", "H", "H", "H", "H", "H"],
  "xyz": [[-1.45112, 1.42751, -1.35662], [-0.60314, -0.79685, -1.39380], [1.57144, 0.35814, 1.46760], [0.63805, -0.55865, -0.53224], [-0.80960, 0.18558, 1.30251], [-1.06800, 0.41201, -2.05987], [0.43479, 0.36952, 0.58312], [1.67340, -0.59600, 1.99046], [-1.76659, 2.25718, -2.00329], [-0.32551, -1.53863, -2.14500], [-1.40935, -1.21692, -0.78580], [1.44307, 1.16415, 2.18902], [2.46947, 0.55674, 0.88257], [0.99032, -1.52240, -0.14934], [1.42124, -0.09193, -1.13776], [-0.92913, -0.84205, 1.64742], [-0.80815, 0.86689, 2.14970], [-1.59196, 0.51142, 0.59845], [-1.06244, 0.34696, -3.08193]],
  "total_charge": 1
}

{
  "formula": "C3H3NOS2",
  "method": "wB97M-V/def2-TZVPD",
  "elements": ["N", "C", "C", "C", "O", "S", "S", "H", "H", "H"],
  "xyz": [[-1.61297, -0.91859, 0.03802], [-0.36887, -0.46525, -0.09260], [0.04087, 0.96757, -0.05045], [1.41617, 1.08157, -0.04453], [2.12583, 2.03406, -0.05034], [2.38415, -0.57035, 0.07091], [0.80787, -1.72379, -0.09133], [-2.33732, -0.39651, 0.41711], [-1.87853, -1.75050, -0.38443], [-0.57720, 1.74178, 0.18763]],
  "smiles": "Nc1cc(=O)ss1"
}

{
  "formula": "C25H38N15OS",
  "method": "wB97M-V/def2-TZVPD",
  "elements": ["C", "N", "N", "C", "S", "C", "C", "C", "C", "N", "C", "N", "N", "N", "O", "H", "H", "H", "H", "H", "H", "H", "H", "H", "H", "H", "C", "C", "N", "H", "H", "H", "C", "C", "N", "H", "H", "H", "C", "C", "N", "H", "H", "H", "C", "C", "N", "H", "H", "H", "C", "C", "N", "H", "H", "H", "C", "C", "N", "H", "H", "H", "C", "C", "N", "H", "H", "H", "C", "C", "N", "H", "H", "H", "C", "C", "N", "H", "H", "H"],
  "xyz": [[2.41106, -0.42508, 2.83220], [2.28726, 0.98218, 2.57387], [1.02391, 1.42028, 2.85538], [0.36273, 0.21537, 3.29725], [-1.42403, 0.10757, 3.79846], [-2.18541, -0.81225, 2.32558], [-1.79365, -0.14961, 0.92267], [-2.17427, -1.09053, -0.35388], [-1.04289, -2.21054, -0.44132], [0.18797, -1.78190, -1.17016], [1.41964, -2.50022, -1.25310], [2.40877, -1.80742, -2.08285], [1.69799, -0.69841, -2.43170], [0.46520, -0.68398, -1.89806], [1.15223, -0.95623, 3.31151], [3.32450, -1.07544, 2.66825], [-3.32795, -0.83056, 2.48843], [-1.79252, -1.88769, 2.38276], [-0.66543, 0.05287, 0.81115], [-2.29625, 0.88462, 0.83236], [-3.23042, -1.49661, -0.20863], [-2.08262, -0.41308, -1.27424], [-1.47646, -3.10399, -1.02239], [-0.71752, -2.60324, 0.58049], [1.65040, -3.49933, -0.75099], [-0.17240, 0.11299, -2.06142], [3.55083, 3.65948, 3.34827], [3.82898, 5.09102, 3.69207], [4.04820, 6.21629, 3.96269], [4.11082, 3.00250, 4.01531], [2.48560, 3.45178, 3.45582], [3.85002, 3.46000, 2.31881], [-5.23183, -1.19109, -3.32893], [-4.05562, -2.01397, -2.90705], [-3.13144, -2.66245, -2.57401], [-5.27679, -1.14006, -4.41807], [-6.15183, -1.64248, -2.95379], [-5.13961, -0.18053, -2.92745], [2.18396, -1.81267, -5.50149], [2.37529, -2.68854, -6.70094], [2.52570, -3.37703, -7.64367], [2.67648, -2.25432, -4.63447], [2.61193, -0.82689, -5.68975], [1.11873, -1.70402, -5.28963], [-5.67321, -5.89192, -3.27499], [-6.17280, -4.73371, -2.46694], [-6.56563, -3.82299, -1.83170], [-5.45905, -5.56782, -4.29464], [-4.76085, -6.28934, -2.82821], [-6.42894, -6.67823, -3.30205], [-4.40404, 3.04949, -3.35965], [-3.23677, 2.21433, -2.93195], [-2.31943, 1.55826, -2.59656], [-4.44850, 3.09364, -4.44890], [-5.33024, 2.61355, -2.98192], [-4.29955, 4.06141, -2.96554], [5.43918, 5.58984, 7.06252], [6.61131, 4.74656, 7.46181], [7.53257, 4.08390, 7.77526], [5.36897, 5.63679, 5.97525], [4.51921, 5.15900, 7.46046], [5.55778, 6.60066, 7.45557], [-1.18745, -3.93543, 5.35206], [-1.38163, -2.49812, 4.97973], [-1.53237, -1.33653, 4.68773], [-1.41378, -4.57136, 4.49470], [-0.15319, -4.10709, 5.65993], [-1.85312, -4.19795, 6.17650], [0.01208, -5.26112, -6.87412], [-1.46103, -5.42185, -7.09695], [-2.61879, -5.54670, -7.27189], [0.54172, -6.13996, -7.24440], [0.37376, -4.37947, -7.40266], [0.21507, -5.14584, -5.80816], [5.60187, 9.20229, 3.47871], [5.88091, 10.63358, 3.82288], [6.09991, 11.75822, 4.09314], [6.16104, 8.54440, 4.14512], [4.53659, 8.99518, 3.58618], [5.90103, 9.00324, 2.44866]],
  "total_charge": 1
}

{
  "formula": "C5H10O",
  "method": "wB97M-V/def2-TZVPD",
  "elements": ["C", "C", "O", "C", "C", "C", "H", "H", "H", "H", "H", "H", "H", "H", "H", "H"],
  "xyz": [[2.55079, 0.32124, -0.19722], [1.27153, -0.26194, 0.37315], [0.22518, -0.03881, -0.55856], [-0.99377, -0.57107, -0.14362], [-1.69901, 0.20198, 0.85985], [-2.18437, 0.09635, -0.73858], [3.38434, 0.16617, 0.49743], [2.44138, 1.39714, -0.37133], [2.79993, -0.15783, -1.14979], [1.38670, -1.34334, 0.55831], [1.02598, 0.20996, 1.33860], [-1.00766, -1.65572, -0.05534], [-2.82853, 0.03826, 0.95499], [-1.38481, 1.22376, 1.09276], [-3.00817, -0.55821, -1.06460], [-1.97951, 0.93206, -1.39606]],
  "smiles": "CCOC1CC1"
}

{
  "formula": "C3H10N4O",
  "method": "wB97M-V/def2-TZVPD",
  "elements": ["H", "N", "C", "N", "C", "N", "N", "H", "H", "H", "H", "H", "C", "O", "H", "H", "H", "H"],
  "xyz": [[1.86571, -2.47348, -1.15807], [1.97407, -1.63770, -0.58768], [1.07137, -0.75974, -0.75198], [0.01590, -0.79290, -1.61056], [1.21548, 0.50583, 0.04706], [1.75869, 0.29756, 1.27063], [0.83533, 1.66561, -0.31910], [0.45116, 1.69307, -1.25894], [-0.17772, -1.65849, -2.08916], [-0.78251, -0.19819, -1.41872], [2.28608, -0.55903, 1.34900], [2.09291, 1.11042, 1.76226], [-2.25968, 0.22574, 1.01634], [-1.98666, 0.87639, -0.20291], [-2.96100, -0.57771, 0.79569], [-2.71709, 0.90920, 1.73753], [-1.35004, -0.19856, 1.45437], [-1.33200, 1.57198, -0.03576]],
  "smiles": "[H]/N=C(N)/C(N)=N\\[H].CO"
}

| no. | orbital gap (eV) | highest occupied orbital energy (Ha) |
| --- | --- | --- |
| 1 | 9.643 | -0.3441 |
| 2 | 10.872 | -0.3636 |
| 3 | 7.654 | -0.3049 |
| 4 | 9.598 | -0.4532 |
| 5 | 8.685 | -0.3096 |
| 6 | 3.358 | -0.2904 |
| 7 | 10.269 | -0.3329 |
| 8 | 10.350 | -0.3464 |